Arrangement i

The following is a quantum chemistry calculation of a 2-piece molecular cluster, C2H6NP overall, from the Open Molecules 2025 dataset.

```
10
Properties=species:S:1:pos:R:3:mulliken_charge:R:1
P 1.610 -0.640 0.177 -0.193
N -1.391 0.617 -0.090 0.007
C -0.850 1.028 -1.050 -0.318
C -1.764 -0.086 0.863 -0.391
H 2.875 0.065 0.117 0.055
H -1.070 -0.453 1.650 0.225
H -2.743 -0.479 0.850 0.245
H 1.327 -0.383 -1.259 0.081
H 2.590 -1.668 0.053 0.057
H -0.585 1.999 -1.311 0.231
```

Output
HOMO level	-7.899	eV
spin multiplicity	1
charge	0
HOMO-LUMO gap	8.97	eV

***

Arrangement ii

The following is a quantum chemistry calculation of a 2-piece molecular cluster, C2H6NP overall, from the Open Molecules 2025 dataset.

```
10
Properties=species:S:1:pos:R:3:mulliken_charge:R:1
P -0.651 -0.155 1.533 0.093
N 0.597 0.113 -1.709 -0.400
C 1.454 0.354 -0.908 -0.103
C -1.310 -0.593 0.015 -0.745
H 0.688 -0.079 1.230 -0.095
H -2.139 -0.136 -0.443 0.330
H 2.233 1.142 -0.942 0.271
H -1.286 -1.569 -0.306 0.400
H -1.193 1.069 1.416 0.014
H 1.608 -0.146 0.114 0.236
```

Output
HOMO level (spin up / spin down)	-9.207 / -7.925	eV
spin multiplicity	1
charge	0
HOMO-LUMO gap (spin up / spin down)	9.02 / 7.60	eV

***

Verdict on stability: arrangement ii comes out at the bottom.